# 1
C3H8N2OS in the gas phase at a distorted geometry, computed with ωB97M-V/def2-TZVPD.

Calculated values
HOMO-LUMO gap in eV: 10.0
HOMO level in eV: -9.2
Total energy in hartree: -702.04835
Structure (SMILES): NC(=O)[C@H](N)CS
Largest force on an atom in eV Å⁻¹: 1.022
E_LUMO in eV: 0.71

```
15
C3H8N2OS, DFT ωB97M-V/def2-TZVPD
C -0.25 0.34 0.14
H 1.39 1.10 2.33
O -1.91 -0.38 -1.39
H -0.55 0.04 1.16
H 0.09 -2.36 0.02
H -0.62 -2.55 -1.48
S 2.27 0.57 1.51
N -0.58 -2.01 -0.65
H -1.57 1.67 -0.68
N -0.73 1.71 -0.09
H 1.64 -0.72 -0.20
H -1.02 2.05 0.82
C -0.95 -0.69 -0.71
H 1.51 0.95 -0.81
C 1.28 0.29 0.02
```


# 2
C23H18NO3PReS5SbSe as an isolated structure, computed with ωB97M-V/def2-TZVPD.

Calculated values
HOMO-LUMO gap in eV: 5.9
HOMO level in eV: -14.9
Total energy in hartree: -6219.40537
Charge: +2
Largest force on an atom in eV Å⁻¹: 0.470
E_LUMO in eV: -9.09

```
54
C23H18NO3PReS5SbSe, DFT ωB97M-V/def2-TZVPD
C 4.39 1.52 -0.36
H 3.31 -0.32 -0.56
C 0.73 0.77 -4.77
Se -1.98 1.46 2.51
C -0.66 -0.80 -2.94
C 1.35 -3.55 0.03
H 5.23 3.49 -0.16
O -0.48 2.82 -1.28
H 1.60 -4.44 -0.53
H 0.90 -2.48 3.22
C 1.11 -2.36 -0.65
C 0.27 0.15 -2.49
H 0.49 -0.36 2.04
H 1.19 -2.32 -1.72
S -5.44 0.52 -2.28
H -3.83 -3.29 3.21
C 0.95 -2.44 2.14
S 0.38 3.52 -0.26
O -0.22 2.89 0.99
C -0.88 -0.96 -4.29
H -0.36 -0.31 -6.27
H -3.85 -1.12 2.04
C -0.19 -0.18 -5.21
C -3.12 -1.29 2.82
C 0.72 -1.25 1.48
C -3.13 -2.51 3.50
H 3.01 4.62 -0.15
C 1.99 1.38 -0.49
C 1.26 -3.59 1.41
C 3.09 3.54 -0.25
Re -1.56 1.54 0.14
S -5.65 1.18 1.85
H -1.19 -1.43 -2.24
H 1.27 1.37 -5.48
C -1.51 -1.82 4.95
H 5.35 1.03 -0.36
H -0.74 0.18 4.71
S -2.37 -0.36 0.00
H 1.44 -4.52 1.93
H -0.89 -2.04 5.80
H -1.59 -1.70 -4.64
P 0.52 0.36 -0.74
C -2.23 -0.33 3.23
O 0.41 4.93 -0.28
C 3.23 0.76 -0.48
C 0.96 0.93 -3.41
C 4.33 2.91 -0.25
C -1.43 -0.57 4.33
H 1.68 1.67 -3.08
Sb -5.10 1.21 -0.25
N -2.34 -2.77 4.53
C 0.79 -1.21 0.08
C 1.95 2.77 -0.37
S -3.18 2.80 -0.71
```


# 3
C10H21OPS as an isolated structure at a distorted geometry, computed with ωB97M-V/def2-TZVPD.

Calculated values
HOMO-LUMO gap in eV: 9.3
HOMO level in eV: -8.8
Total energy in hartree: -1208.33461
Largest force on an atom in eV Å⁻¹: 5.685
E_LUMO in eV: 0.52

```
34
C10H21OPS, DFT ωB97M-V/def2-TZVPD
C 0.59 0.94 0.20
C 0.74 -1.96 -1.37
H 1.10 2.23 -1.43
H 0.07 -2.99 -1.46
C 2.92 0.05 -0.56
C 0.80 -1.56 0.06
H 3.87 -0.36 0.01
H -0.02 0.82 -1.97
H 1.84 -0.06 1.41
H -3.47 1.79 0.05
C 0.72 1.99 1.29
O -0.97 -0.42 2.06
H 1.74 -2.31 -1.82
H 2.75 -0.41 -1.47
H 3.10 1.19 -0.64
C -4.22 1.06 -0.11
H 2.28 -2.74 1.20
H -0.46 2.25 -1.02
S -2.53 -1.07 -0.73
H 0.26 -1.20 -1.85
H 1.22 1.44 2.05
H 0.93 -2.19 2.20
H -0.21 2.57 1.58
C 1.66 -0.13 0.30
H -4.45 1.24 -1.27
H 0.76 -3.46 0.98
P -0.60 -0.48 0.65
C -3.94 -0.35 0.26
H -3.53 -0.67 1.21
H -5.25 1.43 0.33
C 1.23 -2.57 1.14
H 1.53 2.76 1.06
C 0.35 1.52 -1.19
H -4.73 -0.96 -0.06
```


# 4
C4H9IOS in the gas phase at a distorted geometry, computed with ωB97M-V/def2-TZVPD.

Calculated values
2S+1: 3
HOMO-LUMO gap (alpha / beta) in eV: 6.9 / 6.8
HOMO level (alpha / beta) in eV: -6.2 / -9.3
Total energy in hartree: -928.78813
Largest force on an atom in eV Å⁻¹: 7.213
E_LUMO (alpha / beta) in eV: 0.71 / -2.51

```
16
C4H9IOS, DFT ωB97M-V/def2-TZVPD
H -2.27 -0.08 0.33
H 0.04 0.57 -1.82
H 1.52 -0.06 1.80
H -1.07 1.68 -1.04
H -0.46 1.03 1.22
C 1.57 0.36 0.85
C -0.64 -0.83 0.17
H 0.44 2.06 -0.98
O -1.97 -0.77 -0.24
I -1.03 -3.78 -0.89
H 1.94 1.44 0.79
S 0.20 -1.77 -1.19
H 2.20 -0.24 0.27
C 0.06 0.55 0.49
C -0.14 1.23 -0.92
H -0.39 -1.40 1.17
```